(1)
The molecule C6H11N, computed with ωB97M-V with the def2-TZVPD basis set.

Each line ends with the Löwdin charge.
Element x y z (Å)
H (0.120, 1.213, -3.554)  0.07
H (1.131, -1.941, 1.546)  0.11
C (-0.573, 0.240, -1.745)  -0.16
N (0.694, -1.525, -0.447)  0.08
H (-1.656, 0.301, -1.711)  0.10
C (0.270, 0.045, 1.520)  -0.26
H (1.306, 1.153, -2.240)  0.08
H (-0.045, 2.291, -2.155)  0.07
H (0.304, 0.947, 0.896)  0.10
H (0.760, 0.304, 2.465)  0.11
H (-1.245, -1.028, 2.650)  0.07
C (0.243, 1.282, -2.469)  -0.11
H (-1.822, 0.500, 1.967)  0.07
C (-1.181, -0.368, 1.779)  -0.11
C (0.037, -0.721, -1.098)  -0.18
C (1.114, -1.064, 0.892)  -0.22
H (-1.608, -0.909, 0.927)  0.06
H (2.150, -0.720, 0.779)  0.11

The structure (SMILES) is CC=C=NCCC. The energy above the lowest of the compared OMol25 structures with the same formula, charge and spin comes out at 34.3 kcal/mol. The charge is 0. As for the multiplicity: 1.


(2)
A cluster of 2 separate species, C5H15N2O in total in a non-equilibrium geometry, computed with ωB97M-V with the def2-TZVPD basis set.

Each line ends with the Löwdin charge.
Element x y z (Å)
C (1.780, 1.133, 0.688)  0.05
H (0.242, -2.009, 1.026)  0.16
H (0.985, -2.395, -1.178)  0.19
C (0.490, 1.137, 0.975)  -0.46
H (-1.018, 2.207, 1.975)  0.09
C (-0.220, -1.360, 0.242)  -0.26
C (-1.399, -1.973, -0.480)  -0.03
H (-0.017, 3.069, 0.923)  0.14
N (0.986, -1.415, -0.758)  0.17
H (0.248, 1.675, -2.304)  0.11
H (-0.865, 1.942, -1.285)  -0.02
H (2.408, 1.940, 1.007)  0.08
H (0.711, -0.844, -1.534)  0.11
H (-1.490, 0.400, 0.434)  0.11
H (-1.321, -1.962, -1.552)  0.09
O (-0.601, 1.304, -1.875)  -0.03
H (-1.528, -2.983, -0.226)  0.08
N (-0.064, 2.254, 1.627)  0.07
H (-0.827, -0.050, 1.914)  0.16
C (-0.531, 0.068, 0.828)  -0.12
H (-2.313, -1.446, -0.236)  0.10
H (2.348, 0.409, 0.181)  0.02
H (1.995, -1.101, -0.392)  0.19

The energy above the lowest of the compared OMol25 structures with the same formula, charge and spin comes out at 58.8 kcal/mol. The charge is +1. As for the multiplicity: 1.


The highest charge belongs to which entry?
C5H15N2O